[1]
Entry from OMol25: a cluster of 2 separate species, CH3Cl2O2P in total in a non-equilibrium geometry (ωB97M-V/def2-TZVPD).

Results
Highest occupied orbital energy = -9.6 eV
F_max = 2.76 eV/Å
Total energy = -1452.1517 hartree
Energy relative to the best compared isomer or geometry (same formula, charge and spin) = 130.94 kJ/mol
Structure (SMILES) = OP(Cl)Cl.C=O
Orbital gap = 10.1 eV

Last column: natural (NBO) charge in e.
CARTESIAN COORDINATES (ANGSTROEM)
C  -0.432  -0.778  -0.060  0.30
O  1.542  2.442  -0.969  -0.97
O  -0.500  0.362  0.217  -0.51
P  2.121  0.928  -0.644  1.07
Cl  4.132  1.420  -0.691  -0.33
Cl  1.974  -0.013  -2.398  -0.29
H  0.161  -1.092  -0.870  0.11
H  -1.139  -1.546  0.278  0.11
H  0.997  2.624  -0.175  0.51

=====

[2]
Entry from OMol25: a structure of composition CH2N2O2S in a non-equilibrium geometry (ωB97M-V/def2-TZVPD).

Results
Highest occupied orbital energy = -9.4 eV
F_max = 2.85 eV/Å
Total energy = -697.3921 hartree
Energy relative to the best compared isomer or geometry (same formula, charge and spin) = 417.05 kJ/mol
Orbital gap = 9.0 eV

Last column: natural (NBO) charge in e.
CARTESIAN COORDINATES (ANGSTROEM)
C  -0.581  -0.257  0.617  -0.57
N  -0.618  1.037  0.551  0.12
N  -0.889  2.106  0.357  0.11
O  2.216  -0.495  -0.371  -0.90
O  0.548  -0.111  -2.113  -0.91
S  1.054  -0.937  -1.031  1.66
H  -0.235  -0.651  1.551  0.25
H  -1.496  -0.692  0.439  0.24

=====

[3]
Entry from OMol25: a cluster of 17 separate species, C24H82N4O17 in total in a non-equilibrium geometry (ωB97M-V/def2-TZVPD).

Results
Highest occupied orbital energy = -8.6 eV
F_max = 7.24 eV/Å
Total energy = -2461.4371 hartree
Energy relative to the best compared isomer or geometry (same formula, charge and spin) = 0.00 kJ/mol
Orbital gap = 8.6 eV

Last column: Mulliken charge in e.
CARTESIAN COORDINATES (ANGSTROEM)
C  -2.535  4.479  -3.327  -1.34
C  -1.686  3.162  -3.555  0.25
O  -1.410  2.762  -2.200  0.91
H  -1.815  5.340  -3.118  0.33
H  -3.279  4.451  -2.537  0.28
H  -3.147  4.798  -4.192  0.35
H  -0.674  3.262  -3.976  0.43
H  -2.302  2.351  -3.992  -0.08
H  -0.594  2.290  -2.304  -0.65
C  3.498  -1.321  -0.488  0.49
C  4.352  -0.900  -1.695  -0.17
O  5.321  -0.070  -1.140  -0.63
H  2.986  -0.527  0.069  -0.48
H  4.000  -1.965  0.283  0.25
H  2.745  -1.962  -0.895  -0.11
H  3.757  -0.320  -2.447  -0.05
H  4.851  -1.746  -2.198  0.40
H  5.658  0.464  -1.856  0.33
C  1.261  -3.733  0.887  0.18
C  0.679  -4.851  1.670  -0.92
O  -0.500  -4.366  2.258  -0.50
H  0.760  -3.388  -0.045  -0.26
H  2.216  -4.081  0.581  0.61
H  1.529  -2.840  1.481  -0.23
H  1.338  -5.213  2.445  0.42
H  0.454  -5.789  1.096  0.35
H  -0.935  -5.122  2.698  0.24
C  -1.796  -0.606  -4.131  -0.43
C  -0.824  -0.615  -5.344  -0.83
O  -0.723  0.684  -5.847  -0.52
H  -1.277  -0.124  -3.237  -0.11
H  -2.120  -1.561  -3.781  0.36
H  -2.773  -0.077  -4.395  0.49
H  -1.289  -1.258  -6.108  0.43
H  0.158  -1.074  -5.083  0.17
H  -1.600  0.898  -6.142  0.38
C  -1.590  0.142  4.279  -1.43
C  -1.780  -1.183  3.546  0.85
O  -0.608  -1.944  3.683  -0.71
H  -1.538  0.072  5.329  0.47
H  -2.457  0.806  4.157  0.35
H  -0.716  0.604  3.884  0.11
H  -1.949  -1.003  2.474  -0.66
H  -2.625  -1.742  3.812  0.73
H  -0.729  -2.698  3.109  0.25
C  0.479  0.013  0.953  2.41
C  -0.307  -0.772  -0.125  1.13
O  -1.367  0.041  -0.566  2.07
H  -0.139  0.479  1.683  -1.38
H  1.170  0.734  0.466  -0.80
H  1.171  -0.613  1.539  -0.34
H  -0.845  -1.598  0.316  -0.16
H  0.318  -1.046  -0.935  -0.61
H  -0.999  0.720  -1.035  -1.07
C  -1.943  -3.584  -1.211  -0.75
C  -3.194  -2.937  -0.661  0.55
O  -3.866  -2.207  -1.697  -0.70
H  -2.228  -4.286  -2.008  0.58
H  -1.412  -4.060  -0.361  -0.08
H  -1.325  -2.846  -1.738  -0.06
H  -2.859  -2.269  0.186  -0.73
H  -3.804  -3.636  -0.205  0.69
H  -3.832  -2.739  -2.524  0.26
C  2.287  2.708  3.683  0.07
O  1.136  2.526  2.885  -0.40
N  3.125  3.698  3.569  -0.32
N  2.591  1.924  4.647  -0.19
H  2.875  4.300  2.789  0.29
H  4.021  3.796  3.973  0.18
H  2.213  1.002  4.669  0.13
H  3.436  1.934  5.201  0.35
C  -4.981  1.169  -2.166  0.42
O  -5.626  2.179  -2.778  -0.79
N  -5.451  -0.066  -2.103  -0.27
N  -3.885  1.326  -1.422  0.25
H  -6.307  -0.197  -2.680  0.26
H  -4.874  -0.894  -1.937  0.42
H  -3.166  2.077  -1.750  -0.32
H  -3.402  0.551  -1.001  -0.34
C  -2.469  2.244  1.807  -0.09
O  -1.591  2.836  2.656  -0.54
H  -2.546  2.786  0.855  0.11
H  -3.515  2.194  2.100  0.55
H  -2.101  1.249  1.690  -0.09
H  -0.704  2.526  2.439  0.12
C  4.656  0.099  2.774  -0.13
O  5.563  -0.900  3.294  -0.58
H  3.603  -0.151  2.659  -0.16
H  5.032  0.361  1.790  0.39
H  4.567  1.041  3.281  0.20
H  5.851  -1.482  2.594  0.33
C  2.616  -1.631  5.142  -0.91
O  1.656  -0.650  4.798  -0.59
H  2.201  -2.263  5.943  0.30
H  3.495  -1.210  5.533  0.44
H  3.004  -2.163  4.290  0.25
H  0.863  -1.091  4.411  0.33
C  -4.621  -0.783  1.336  0.05
O  -5.863  -0.183  0.921  -0.66
H  -3.780  -0.315  0.799  -0.37
H  -4.608  -1.908  1.213  0.26
H  -4.659  -0.649  2.403  0.36
H  -5.722  -0.036  0.001  0.36
C  1.563  1.262  -3.294  -0.66
O  1.027  1.711  -2.109  -0.70
H  1.202  1.815  -4.119  0.22
H  1.256  0.203  -3.373  -0.10
H  2.613  1.277  -3.252  0.51
H  1.754  2.044  -1.609  -0.03
C  0.249  3.813  0.231  0.82
O  -0.625  4.720  -0.393  -0.67
H  1.115  3.536  -0.343  -0.11
H  -0.192  2.814  0.404  -0.54
H  0.699  4.177  1.198  0.15
H  -1.304  4.208  -0.847  0.14
C  3.453  2.561  0.682  -0.82
O  3.617  2.172  -0.696  -0.55
H  3.065  3.543  0.821  0.31
H  4.468  2.561  1.066  0.55
H  2.954  1.780  1.304  0.12
H  4.477  1.683  -0.749  0.36
C  0.997  -2.875  -3.500  -0.36
O  2.389  -2.513  -3.710  -0.55
H  0.649  -3.395  -4.349  0.55
H  0.357  -2.069  -3.151  -0.37
H  0.950  -3.630  -2.734  0.39
H  3.036  -3.241  -3.571  0.32

=====

[4]
Entry from OMol25: a cluster of 2 separate species, C27H33NO4 in total in a non-equilibrium geometry (ωB97M-V/def2-TZVPD).

Results
Highest occupied orbital energy = -7.4 eV
F_max = 2.46 eV/Å
Total energy = -1404.2950 hartree
Energy relative to the best compared isomer or geometry (same formula, charge and spin) = 378.92 kJ/mol
Orbital gap = 6.3 eV

Last column: natural (NBO) charge in e.
CARTESIAN COORDINATES (ANGSTROEM)
C  2.739  0.357  3.375  -0.62
C  2.378  -0.793  2.480  -0.07
O  1.008  -0.570  2.088  -0.52
C  0.568  -1.473  1.179  0.75
C  -0.861  -1.433  0.879  -0.23
C  -1.575  -2.772  0.944  -0.24
C  -1.773  -3.196  2.402  -0.60
C  -0.901  -3.949  0.243  -0.60
C  -1.601  -0.299  1.451  0.75
O  -1.181  0.806  1.761  -0.63
O  -2.911  -0.633  1.569  -0.54
C  -3.837  0.408  1.969  -0.06
C  -3.619  0.880  3.376  -0.65
O  1.361  -2.254  0.654  -0.64
H  3.673  0.139  3.903  0.21
H  2.889  1.274  2.791  0.20
H  1.958  0.550  4.123  0.22
H  3.024  -0.833  1.592  0.20
H  2.437  -1.751  3.021  0.18
H  -2.552  -2.605  0.471  0.22
H  -2.464  -2.501  2.886  0.22
H  -2.180  -4.215  2.446  0.21
H  -0.803  -3.174  2.919  0.20
H  -0.783  -3.783  -0.832  0.20
H  0.080  -4.147  0.690  0.23
H  -1.540  -4.836  0.383  0.20
H  -3.735  1.242  1.265  0.18
H  -4.813  -0.063  1.837  0.19
H  -4.341  1.664  3.607  0.21
H  -3.749  0.062  4.091  0.21
H  -2.614  1.294  3.466  0.25
C  -2.268  1.845  -3.138  -0.66
C  -1.406  2.280  -2.021  0.25
N  -1.160  3.591  -1.782  -0.52
C  -0.283  3.742  -0.710  0.11
C  0.066  2.442  -0.277  0.03
C  1.084  2.302  0.662  -0.20
C  1.698  3.441  1.186  -0.23
C  1.345  4.725  0.732  -0.22
C  0.363  4.885  -0.256  -0.25
C  -0.669  1.489  -1.098  -0.24
C  -0.496  0.069  -1.105  0.00
C  0.613  -0.497  -1.828  -0.05
C  1.811  0.226  -2.092  -0.17
C  2.776  -0.289  -2.949  -0.23
C  2.649  -1.570  -3.494  0.02
C  3.692  -2.106  -4.423  -0.63
C  1.516  -2.328  -3.162  -0.22
C  0.499  -1.787  -2.401  -0.14
H  -1.906  0.882  -3.518  0.24
H  -3.308  1.708  -2.807  0.23
H  -2.251  2.584  -3.951  0.22
H  -1.534  4.356  -2.335  0.41
H  1.372  1.301  0.961  0.23
H  2.474  3.318  1.942  0.21
H  1.850  5.596  1.149  0.21
H  0.100  5.849  -0.686  0.21
H  -1.408  -0.534  -1.045  0.23
H  1.959  1.198  -1.618  0.23
H  3.652  0.309  -3.207  0.21
H  3.374  -3.066  -4.838  0.22
H  3.889  -1.406  -5.247  0.22
H  4.634  -2.259  -3.891  0.23
H  1.426  -3.352  -3.536  0.21
H  -0.436  -2.341  -2.246  0.21

=====

[5]
Entry from OMol25: the ion CH7N4P2 with charge +1 in a non-equilibrium geometry (ωB97M-V/def2-TZVPD).

Results
Highest occupied orbital energy = -13.7 eV
F_max = 3.88 eV/Å
Charge = +1
Total energy = -943.7650 hartree
Energy relative to the best compared isomer or geometry (same formula, charge and spin) = 115.27 kJ/mol
Structure (SMILES) = N=[P@H]1NC(N)=[NH+]P1
Orbital gap = 9.3 eV

Last column: natural (NBO) charge in e.
CARTESIAN COORDINATES (ANGSTROEM)
C  0.007  -0.949  -0.465  0.68
N  1.045  2.375  1.592  -1.15
N  0.534  -2.027  -1.053  -0.73
N  0.770  -0.091  0.217  -0.87
N  -1.239  -0.555  -0.783  -0.85
P  0.111  1.600  0.616  1.27
P  -2.105  0.660  0.220  0.59
H  1.484  -2.120  -1.163  0.42
H  -0.104  -2.339  -1.779  0.41
H  1.856  -0.171  0.329  0.46
H  0.956  2.390  2.574  0.40
H  -1.824  -1.338  -1.177  0.43
H  0.381  2.394  -0.575  -0.01
H  -1.872  0.174  1.449  -0.06

=====

[6]
Entry from OMol25: a structure of composition C13H26OP2SeZn in a non-equilibrium geometry (ωB97M-V/def2-TZVPD).

Results
Highest occupied orbital energy (spin up / spin down) = -5.9 / -5.9 eV
F_max = 7.60 eV/Å
Total energy = -5449.4516 hartree
Energy relative to the best compared isomer or geometry (same formula, charge and spin) = 3.19 kJ/mol
Orbital gap (spin up / spin down) = 4.4 / 4.4 eV

Last column: natural (NBO) charge in e.
CARTESIAN COORDINATES (ANGSTROEM)
Zn  0.220  -1.734  -1.718  1.29
H  3.190  1.306  0.412  0.00
H  3.282  0.780  0.962  0.00
P  0.723  0.496  -2.722  0.73
P  0.968  -2.661  0.452  0.73
C  -0.497  -3.459  1.190  -0.96
H  -0.148  -4.304  1.796  0.22
H  -1.010  -2.718  1.819  0.27
H  -1.184  -3.809  0.411  0.22
C  1.861  -4.119  -0.216  -0.95
H  2.847  -3.773  -0.556  0.25
H  1.987  -4.884  0.560  0.23
H  1.316  -4.536  -1.074  0.23
C  1.942  -2.339  1.967  -0.93
H  1.412  -1.616  2.600  0.27
H  2.061  -3.294  2.499  0.22
H  2.924  -1.932  1.695  0.24
C  1.387  -0.167  -4.299  -0.96
H  1.422  0.620  -5.061  0.23
H  2.402  -0.534  -4.095  0.25
H  0.768  -1.007  -4.646  0.23
C  -0.836  1.252  -3.294  -0.96
H  -1.233  1.881  -2.486  0.27
H  -0.601  1.853  -4.181  0.22
H  -1.575  0.481  -3.545  0.22
C  1.741  2.005  -2.537  -0.93
H  2.768  1.728  -2.267  0.24
H  1.729  2.536  -3.499  0.22
H  1.318  2.639  -1.746  0.27
C  -1.585  -1.523  -1.368  0.30
O  -2.749  -1.494  -1.254  -0.38
H  1.819  -1.471  -1.655  -0.44
Se  -1.027  0.886  0.830  -0.49
C  -1.715  1.959  2.113  -0.22
C  -1.085  2.416  3.312  -0.25
C  -1.773  3.251  4.211  -0.21
C  -3.083  3.681  3.943  -0.26
C  -3.690  3.290  2.724  -0.20
C  -3.012  2.472  1.848  -0.25
H  -0.080  2.099  3.573  0.21
H  -1.322  3.582  5.183  0.21
H  -3.625  4.345  4.654  0.20
H  -4.712  3.623  2.513  0.20
H  -3.543  2.193  0.950  0.21

=====

[7]
Entry from OMol25: a structure of composition C22H14F5N2O3V (ωB97M-V/def2-TZVPD).

Results
Highest occupied orbital energy (spin up / spin down) = -15.0 / -15.0 eV
F_max = 0.71 eV/Å
Charge = +2
Total energy = -2624.7704 hartree
Energy relative to the best compared isomer or geometry (same formula, charge and spin) = 0.00 kJ/mol
Orbital gap (spin up / spin down) = 6.0 / 6.0 eV

Last column: natural (NBO) charge in e.
CARTESIAN COORDINATES (ANGSTROEM)
V  0.264  -0.339  -0.393  1.44
O  0.753  -1.768  0.439  -0.47
C  0.206  -2.656  1.319  0.39
C  1.042  -3.346  2.173  -0.25
C  0.468  -4.261  3.046  -0.10
C  -0.907  -4.490  3.056  -0.20
C  -1.727  -3.803  2.186  -0.10
C  -1.181  -2.859  1.305  -0.22
C  -2.008  -2.161  0.374  0.24
N  -1.606  -1.207  -0.398  -0.45
C  -2.493  -0.637  -1.409  -0.24
C  -1.669  -0.669  -2.676  -0.23
N  -0.340  -0.130  -2.317  -0.46
C  0.289  0.559  -3.228  0.26
C  1.580  1.131  -3.128  -0.25
C  2.130  1.869  -4.193  -0.09
C  3.411  2.359  -4.096  -0.21
C  4.168  2.107  -2.949  -0.09
C  3.662  1.372  -1.888  -0.26
C  2.364  0.905  -1.986  0.41
O  1.819  0.186  -0.992  -0.47
H  2.108  -3.173  2.151  0.26
H  1.105  -4.810  3.727  0.25
H  -1.328  -5.211  3.742  0.26
H  -2.795  -3.982  2.181  0.24
H  -3.051  -2.472  0.305  0.23
H  -2.738  0.391  -1.131  0.23
H  -3.413  -1.213  -1.504  0.24
H  -2.114  -0.075  -3.473  0.24
H  -1.547  -1.697  -3.022  0.23
H  -0.226  0.699  -4.178  0.23
H  1.537  2.046  -5.082  0.24
H  3.837  2.931  -4.907  0.26
H  5.178  2.491  -2.886  0.25
H  4.251  1.171  -1.004  0.26
F  -1.500  4.018  4.766  -0.24
C  -1.216  3.310  3.699  0.34
C  -1.357  3.882  2.436  0.29
F  -1.777  5.124  2.320  -0.25
C  -1.055  3.140  1.310  0.33
F  -1.183  3.651  0.095  -0.27
C  -0.615  1.824  1.451  0.17
O  -0.327  1.091  0.361  -0.47
C  -0.489  1.257  2.716  0.30
F  -0.077  -0.012  2.791  -0.29
C  -0.780  1.995  3.845  0.29
F  -0.652  1.464  5.045  -0.25

=====

[8]
Entry from OMol25: a cluster of 2 separate species, C3H4FNO2 in total in a non-equilibrium geometry (ωB97M-V/def2-TZVPD).

Results
Highest occupied orbital energy (spin up / spin down) = -8.0 / -8.0 eV
F_max = 3.44 eV/Å
Total energy = -421.6536 hartree
Energy relative to the best compared isomer or geometry (same formula, charge and spin) = 445.14 kJ/mol
Orbital gap (spin up / spin down) = 7.7 / 7.7 eV

Last column: natural (NBO) charge in e.
CARTESIAN COORDINATES (ANGSTROEM)
C  -1.779  -0.950  -0.167  -0.05
C  -0.566  -0.359  0.080  0.04
C  2.009  -0.329  0.089  0.89
N  2.114  0.990  -0.050  -0.83
O  2.508  -1.381  0.072  -0.44
O  -3.015  -0.443  0.061  -0.70
F  -0.633  1.084  0.036  -0.46
H  -1.786  -1.980  0.047  0.18
H  1.320  1.610  0.024  0.47
H  3.039  1.324  0.006  0.41
H  -3.212  0.432  -0.197  0.48